# 1
Computed, not measured: a molecular structure, ClKO6V in a non-equilibrium geometry, with ωB97M-V/def2-TZVPD.

Last column: Mulliken charge in e.
Geometry (Å):
1 O -1.15 4.42 0.20  -0.39
2 V 0.19 4.54 -0.22  1.78
3 O 1.21 3.80 0.77  -0.44
4 K -3.75 -2.65 -2.67  0.99
5 Cl 0.66 -1.94 0.33  1.48
6 O -0.61 -2.56 0.20  -0.61
7 O 1.63 -2.37 -0.77  -0.60
8 O 0.62 -0.54 0.71  -0.58
9 O 1.21 -2.71 1.44  -0.63

M: 221.5 g/mol
lowest unoccupied orbital energy: -7.61 eV
total charge: +1
HOMO-LUMO gap: 0.0780 hartree

=====

# 2
Computed, not measured: a molecular structure, ClLi3O4, with ωB97M-V/def2-TZVPD.

Last column: Mulliken charge in e.
Geometry (Å):
1 Li -0.53 2.74 -0.33  0.96
2 Li 2.62 -1.32 -1.68  0.97
3 Li -1.58 -1.59 2.54  0.97
4 Cl -0.09 0.03 -0.11  1.75
5 O 0.66 -1.07 -0.67  -0.67
6 O -0.92 0.64 -1.10  -0.69
7 O -0.93 -0.49 0.94  -0.56
8 O 0.77 1.06 0.42  -0.73

M: 120.3 g/mol
lowest unoccupied orbital energy: -7.13 eV
total charge: +2
HOMO-LUMO gap: 0.4361 hartree

=====

# 3
Computed, not measured: a molecular structure, ClMnNa in a non-equilibrium geometry, with ωB97M-V/def2-TZVPD.

Last column: Mulliken spin population.
Geometry (Å):
1 Na -2.53 -1.30 -0.13  -0.01
2 Mn 2.42 1.25 0.13  4.97
3 Cl 0.11 0.05 0.00  0.03

spin multiplicity: 6
M: 113.4 g/mol
lowest unoccupied orbital energy (alpha / beta): -11.74 / -11.63 eV
energy above the lowest of the compared OMol25 structures with the same formula, charge and spin: 7.7 kcal per mole
total charge: +2
HOMO-LUMO gap (alpha / beta): 0.2776 / 0.2810 hartree

=====

# 4
Computed, not measured: 2 unconnected molecules or ions with the total composition ClN2O2 in a non-equilibrium geometry, with ωB97M-V/def2-TZVPD.

Last column: Mulliken charge in e.
Geometry (Å):
1 N 1.43 0.59 0.65  -0.22
2 N -0.63 -0.26 -0.02  0.36
3 O -0.91 -1.34 0.55  -0.51
4 O -1.37 0.54 -0.55  -0.53
5 Cl 2.53 -0.12 -0.30  -0.09

M: 95.5 g/mol
lowest unoccupied orbital energy (alpha / beta): 3.95 / 4.04 eV
energy above the lowest of the compared OMol25 structures with the same formula, charge and spin: 63.2 kcal per mole
total charge: -1
HOMO-LUMO gap (alpha / beta): 0.2469 / 0.2590 hartree

=====

Which value of M does entry 3 give? 113.4 g/mol